Computed, not measured: the molecule C6H7N in a non-equilibrium geometry, with ωB97M-V/def2-TZVPD.

Last column: Mulliken charge in e.
Geometry (Å):
C  1.979  0.698  -2.067  -0.921
C  0.892  -0.194  -1.621  -0.135
C  -0.296  0.036  -1.170  -0.144
C  -1.099  -0.174  -0.158  0.197
N  -0.160  -0.631  1.067  -0.449
C  -1.398  -0.277  1.192  0.459
C  -2.447  -0.212  2.184  -1.218
H  2.057  1.450  -1.349  0.298
H  1.790  1.113  -3.041  0.282
H  2.868  0.077  -2.054  0.306
H  1.113  -1.218  -1.766  0.359
H  -2.399  0.539  2.992  0.309
H  -2.549  -1.178  2.732  0.274
H  -3.460  -0.014  1.976  0.383

## Properties
LUMO, Ha: 0.02539
Orbital gap, eV: 8.8
E_tot, eV: -7819.6542
Structure (SMILES): CC=C=C1N=C1C
Charge: 0
HOMO, hartree: -0.2979